C25H31CoI2N5 | the ωB97M-V functional and the def2-TZVPD basis

Positions of all 64 atoms, in Å:
Co 0.453 -0.159 0.396
C 1.960 -1.551 2.506
C 0.652 -2.214 2.907
C -0.094 -2.794 1.735
C -0.646 -4.062 1.850
C -1.272 -4.650 0.768
C -1.308 -3.951 -0.428
C -0.750 -2.693 -0.472
N -0.167 -2.095 0.584
N 1.753 -0.217 1.903
C 1.278 0.756 2.937
C -0.222 0.868 3.002
C -0.881 1.264 4.153
C -2.262 1.390 4.116
C -2.935 1.106 2.937
C -2.198 0.709 1.837
N -0.868 0.601 1.865
C 3.032 0.286 1.339
C 2.717 1.489 0.493
C 3.617 2.508 0.247
C 3.197 3.607 -0.486
C 1.885 3.657 -0.932
C 1.051 2.589 -0.666
N 1.458 1.517 0.022
H 2.614 -1.447 3.376
H 2.481 -2.170 1.774
H 0.883 -3.027 3.594
H 0.015 -1.525 3.466
H -0.566 -4.586 2.793
H -1.703 -5.639 0.850
H -1.754 -4.372 -1.318
H -0.749 -2.137 -1.395
H 1.697 0.491 3.911
H 1.670 1.741 2.680
H -0.327 1.468 5.059
H -2.805 1.699 4.998
H -4.011 1.183 2.872
H -2.678 0.463 0.897
H 3.736 0.537 2.137
H 3.475 -0.502 0.729
H 4.623 2.447 0.640
H 3.879 4.423 -0.688
H 1.510 4.509 -1.479
H 0.026 2.581 -1.005
I 2.298 0.920 -3.844
C 3.083 -1.027 -3.596
I 2.526 -1.981 -1.778
H 4.164 -0.965 -3.615
H 2.712 -1.649 -4.400
C -2.075 -0.413 -4.198
C -2.308 0.675 -3.139
C -3.752 0.642 -2.617
C -1.951 2.061 -3.697
C -1.406 0.396 -2.011
N -0.697 0.152 -1.145
H -2.730 -0.215 -5.046
H -2.315 -1.404 -3.811
H -1.044 -0.405 -4.550
H -4.425 0.839 -3.451
H -3.918 1.409 -1.860
H -4.003 -0.334 -2.200
H -2.606 2.273 -4.541
H -0.920 2.086 -4.050
H -2.099 2.842 -2.950

Summary:
net charge = +2
spin multiplicity = 2
total energy = -3222.77903 hartree
relative energy (zero: lowest compared OMol25 entry of this formula, charge and spin) = 0.000 eV
LUMO (spin up / spin down) = -5.09 / -5.22 eV
⟨S²⟩ = 0.756
Kohn-Sham gap (spin up / spin down) = 9.202 / 9.152 eV

Atomic partial charges in e from the Mulliken method, atoms 1 to 8:
1. Co -1.46
2. C -0.98
3. C -0.99
4. C 0.80
5. C -0.90
6. C -0.46
7. C -0.96
8. C -0.33

---

C8H26LiN2O4 | the ωB97M-V functional and the def2-TZVPD basis

Positions of all 41 atoms, in Å:
Li -0.295 -0.996 1.391
O 1.327 -2.099 1.968
H 1.932 -2.020 1.223
H 1.641 -2.865 2.457
O -0.562 0.244 3.011
H 0.101 0.469 3.672
H -1.341 -0.006 3.517
C 0.948 1.562 -2.704
C 2.034 1.180 -1.724
C 2.507 2.385 -0.940
O 3.553 2.088 -0.048
C 4.827 1.972 -0.667
N 1.540 0.153 -0.776
H 0.585 0.687 -3.242
H 1.304 2.309 -3.412
H 0.115 2.023 -2.165
H 2.903 0.787 -2.265
H 1.686 2.799 -0.347
H 2.807 3.176 -1.645
H 5.569 2.172 0.102
H 4.920 2.676 -1.495
H 4.997 0.953 -1.034
H 2.272 -0.513 -0.554
H 0.827 -0.407 -1.237
C -4.112 -2.781 0.332
C -2.744 -2.115 0.307
C -2.820 -0.638 0.036
O -1.521 -0.060 0.032
C -1.580 1.369 0.036
N -1.958 -2.344 1.561
H -3.989 -3.843 0.545
H -4.653 -2.675 -0.606
H -4.727 -2.347 1.126
H -2.125 -2.564 -0.481
H -3.455 -0.155 0.799
H -3.305 -0.459 -0.929
H -2.019 1.730 0.969
H -2.195 1.727 -0.795
H -0.564 1.733 -0.075
H -1.924 -3.345 1.727
H -2.505 -1.961 2.332

Summary:
net charge = +1
total energy = -738.26622 hartree
relative energy (zero: lowest compared OMol25 entry of this formula, charge and spin) = 0.116 eV
LUMO = -2.81 eV
Kohn-Sham gap = 9.133 eV

Atomic partial charges in e from the Mulliken method, atoms 1 to 8:
1. Li 0.85
2. O -0.59
3. H 0.27
4. H 0.29
5. O -0.56
6. H 0.27
7. H 0.29
8. C -1.34

---

C21H53FN5O13P2 | the ωB97M-V functional and the def2-TZVPD basis

Positions of all 95 atoms, in Å:
F 1.544 -1.387 0.776
C 1.662 4.066 -4.666
C 0.402 3.875 -3.893
O -0.563 4.303 -4.450
N 0.328 3.372 -2.685
C -0.923 2.997 -1.982
H 1.895 5.104 -4.903
H 1.620 3.340 -5.478
H 2.509 3.802 -4.033
H 1.209 3.402 -2.193
H -0.885 1.921 -1.809
H -1.749 3.253 -2.645
H -1.059 3.543 -1.049
C 3.847 0.435 3.246
C 4.724 -0.634 2.602
O 5.908 -0.625 3.045
N 4.211 -1.507 1.742
C 4.742 -2.780 1.231
H 2.771 0.408 3.072
H 4.273 1.422 3.072
H 3.744 0.065 4.267
H 3.224 -1.468 1.529
H 5.361 -3.316 1.950
H 5.332 -2.541 0.346
H 3.954 -3.458 0.903
C -1.548 -3.631 2.201
C -0.692 -4.570 1.281
O -0.958 -5.773 1.307
N 0.194 -4.003 0.558
C 1.021 -4.649 -0.395
H -1.317 -3.920 3.226
H -2.599 -3.565 1.919
H -1.047 -2.666 2.131
H 0.353 -3.006 0.528
H 0.924 -4.201 -1.384
H 0.790 -5.703 -0.549
H 2.089 -4.747 -0.203
C 2.482 2.219 0.531
C 2.867 1.641 -0.812
O 3.268 2.419 -1.662
N 2.742 0.362 -1.000
C 3.016 -0.368 -2.290
H 3.179 2.925 0.984
H 2.408 1.478 1.327
H 1.600 2.839 0.374
H 2.266 -0.280 -0.381
H 2.486 0.005 -3.165
H 2.889 -1.437 -2.118
H 4.039 -0.340 -2.667
C -0.379 0.264 4.067
C 0.192 -1.056 4.527
O -0.103 -1.559 5.613
N 1.010 -1.626 3.633
C 1.763 -2.894 3.866
H 0.309 0.598 3.290
H -0.427 0.955 4.908
H -1.402 0.294 3.691
H 1.096 -1.289 2.685
H 1.451 -3.347 4.808
H 2.821 -2.635 3.905
H 1.577 -3.666 3.120
C -1.214 1.027 0.869
O -2.378 1.391 1.624
P -2.784 2.966 1.684
O -1.799 3.864 0.997
O -4.268 2.877 1.120
C -4.763 1.906 0.189
O -2.988 3.236 3.289
C -3.691 4.444 3.798
H -1.407 0.837 -0.187
H -0.708 0.121 1.203
H -0.511 1.856 0.954
H -5.331 1.139 0.716
H -3.897 1.473 -0.312
H -5.415 2.279 -0.601
H -3.356 5.335 3.266
H -3.463 4.606 4.852
H -4.764 4.310 3.660
C -4.536 -2.181 -4.831
O -4.547 -1.351 -3.778
P -3.172 -0.654 -3.403
O -3.324 0.383 -2.339
O -2.191 -1.924 -3.088
C -1.384 -1.974 -1.923
O -2.595 0.078 -4.692
C -1.481 0.997 -4.660
H -5.458 -2.121 -5.408
H -4.223 -3.166 -4.482
H -3.737 -1.993 -5.548
H -1.228 -2.952 -1.468
H -1.678 -1.280 -1.136
H -0.414 -1.582 -2.231
H -1.895 1.989 -4.479
H -0.991 0.833 -5.620
H -0.847 0.572 -3.881

Summary:
net charge = -1
total energy = -2866.73578 hartree
LUMO = 2.23 eV
Kohn-Sham gap = 9.154 eV

Atomic partial charges in e from the Mulliken method, atoms 1 to 8:
1. F -0.87
2. C -1.07
3. C 0.85
4. O -0.66
5. N 0.11
6. C -0.88
7. H 0.32
8. H 0.23

---

C45H75N9O15 | the ωB97M-V functional and the def2-TZVPD basis

Positions of all 144 atoms, in Å:
O -3.975 0.893 2.414
C -4.342 -0.236 2.393
C -5.150 -0.689 1.218
C -5.665 -1.944 1.091
C -5.532 -2.861 2.229
O -5.843 -4.051 2.198
C -4.699 -2.415 3.400
C -4.131 -1.182 3.502
H -5.197 -0.046 0.367
H -6.211 -2.302 0.200
H -4.570 -3.105 4.269
H -3.467 -0.812 4.230
O -1.996 -1.912 1.863
C -1.669 -1.014 1.098
C -2.147 -1.060 -0.254
C -1.915 -0.041 -1.066
C -1.150 1.113 -0.613
O -1.082 2.068 -1.330
C -0.698 1.190 0.771
C -0.859 0.154 1.607
H -2.832 -1.848 -0.515
H -2.344 -0.048 -2.086
H -0.182 2.071 1.126
H -0.624 0.176 2.657
O 4.327 7.912 1.116
C 3.708 6.802 1.235
C 4.381 5.615 0.601
C 3.825 4.410 0.752
C 2.618 4.336 1.521
O 2.176 3.185 1.641
C 1.916 5.473 2.017
C 2.438 6.720 1.924
H 5.208 5.823 -0.039
H 4.195 3.501 0.332
H 0.970 5.206 2.520
H 2.010 7.615 2.360
C -0.235 -0.551 -4.288
N -1.097 0.642 -4.242
C -0.507 1.793 -4.613
C -1.465 2.873 -4.829
O 0.700 1.859 -4.809
H -0.879 -1.416 -3.997
H 0.518 -0.493 -3.544
H 0.119 -0.762 -5.307
H -2.127 0.521 -4.266
H -1.515 3.571 -3.978
H -2.444 2.515 -5.009
H -1.096 3.546 -5.618
C 2.886 -0.348 1.149
N 3.400 -1.663 0.807
C 4.688 -2.019 1.040
C 5.093 -3.337 0.395
O 5.481 -1.355 1.651
H 3.762 0.220 1.496
H 2.099 -0.394 1.859
H 2.483 0.126 0.271
H 2.851 -2.302 0.257
H 5.555 -3.934 1.161
H 5.805 -3.022 -0.384
H 4.231 -3.858 -0.031
C 1.576 -5.569 1.564
N 1.515 -4.259 2.134
C 0.884 -3.916 3.279
C 0.818 -2.404 3.473
O 0.489 -4.752 4.090
H 1.120 -5.613 0.582
H 0.980 -6.181 2.227
H 2.627 -5.928 1.481
H 1.655 -3.496 1.497
H 1.082 -2.275 4.510
H -0.241 -2.229 3.338
H 1.455 -1.970 2.737
C 0.565 4.194 5.434
N 1.429 2.993 5.473
C 1.029 1.814 4.985
C 2.000 0.754 5.178
O -0.108 1.611 4.520
H 0.167 4.364 6.421
H -0.311 3.934 4.751
H 1.020 4.992 4.854
H 2.368 3.183 5.771
H 1.556 -0.172 4.820
H 2.291 0.700 6.234
H 2.913 1.013 4.606
C -1.355 5.445 0.171
N -0.467 4.893 -0.780
C 0.653 5.484 -1.220
C 1.582 4.540 -2.050
O 0.903 6.662 -0.952
H -2.142 6.066 -0.278
H -0.726 6.012 0.909
H -2.015 4.669 0.595
H -0.471 3.913 -0.889
H 2.128 5.135 -2.749
H 0.919 3.843 -2.630
H 2.252 4.053 -1.331
C 4.174 3.814 -4.876
N 3.538 2.710 -4.141
C 4.013 2.299 -2.972
C 3.257 1.194 -2.283
O 4.927 2.847 -2.427
H 3.752 3.825 -5.881
H 5.240 3.658 -4.896
H 3.942 4.757 -4.365
H 2.737 2.274 -4.605
H 2.778 1.661 -1.388
H 4.067 0.534 -1.817
H 2.474 0.737 -2.877
C -2.598 -5.275 3.561
N -1.687 -6.440 3.402
C -1.611 -7.094 2.244
C -0.752 -8.356 2.341
O -2.176 -6.748 1.186
H -2.375 -4.839 4.558
H -3.621 -5.720 3.669
H -2.444 -4.558 2.764
H -1.200 -6.784 4.208
H -1.279 -9.205 2.794
H 0.126 -8.147 3.036
H -0.362 -8.659 1.409
C -0.818 -4.720 -1.345
N 0.474 -4.774 -1.996
C 1.461 -3.881 -1.733
C 2.608 -3.836 -2.671
O 1.347 -3.138 -0.722
H -1.320 -5.739 -1.363
H -1.479 -3.983 -1.839
H -0.749 -4.475 -0.273
H 0.664 -5.421 -2.779
H 3.228 -2.936 -2.633
H 2.357 -4.041 -3.724
H 3.254 -4.651 -2.335
C -5.147 2.103 -6.285
N -5.793 2.038 -5.053
C -5.213 1.275 -4.023
C -5.936 1.349 -2.681
O -4.188 0.562 -4.195
H -5.902 2.650 -6.864
H -4.880 1.114 -6.672
H -4.181 2.670 -6.236
H -6.471 2.693 -4.788
H -5.427 2.220 -2.203
H -5.724 0.468 -2.101
H -7.026 1.557 -2.804

Summary:
SMILES = O=C1C=CC(=O)C=C1.O=C1C=CC(=O)C=C1.O=C1C=CC(=O)C=C1.CNC(C)=O.CNC(C)=O.CNC(C)=O.CNC(C)=O.CNC(C)=O.CNC(C)=O.CNC(C)=O.CNC(C)=O.CNC(C)=O
net charge = 0
total energy = -3381.09635 hartree
LUMO = -1.61 eV
Kohn-Sham gap = 7.429 eV

Atomic partial charges in e from the Mulliken method, atoms 1 to 8:
1. O -0.58
2. C 0.49
3. C -0.42
4. C -0.40
5. C 0.20
6. O -0.58
7. C -0.07
8. C -0.55

---

C50H43CuN6O3 | the ωB97M-V functional and the def2-TZVPD basis

Positions of all 103 atoms, in Å:
Cu 0.920 1.071 -0.496
C 4.833 -1.661 3.048
O 3.717 -2.136 2.337
C 3.799 -3.366 1.753
C 4.837 -4.262 1.978
C 4.820 -5.525 1.396
C 3.765 -5.890 0.578
C 2.752 -4.982 0.315
C 2.748 -3.705 0.874
N 1.678 -2.861 0.605
C 1.698 -1.531 0.210
N 2.985 -1.096 0.015
C 3.594 0.081 -0.438
C 2.886 1.188 -0.906
C 3.674 2.254 -1.353
C 5.066 2.247 -1.346
C 5.737 1.128 -0.866
C 4.996 0.053 -0.413
O 5.640 -1.086 0.094
C 6.063 -1.976 -0.925
N 0.612 -0.834 0.033
C -0.699 -1.603 0.150
C -0.877 -2.184 1.535
C -1.359 -3.437 1.767
C -1.572 -4.385 0.744
C -1.198 -3.985 -0.555
C -0.710 -2.746 -0.840
O -0.084 -2.544 -2.080
C -0.593 -1.469 -2.835
H 4.573 -0.656 3.372
H 5.717 -1.613 2.405
H 5.046 -2.280 3.925
H 5.653 -3.989 2.631
H 5.631 -6.215 1.593
H 3.732 -6.875 0.129
H 1.924 -5.242 -0.333
H 0.786 -3.319 0.409
H 3.675 -1.776 0.289
H 3.181 3.149 -1.731
H 5.628 3.106 -1.697
H 6.819 1.082 -0.824
H 6.410 -2.886 -0.435
H 6.876 -1.541 -1.516
H 5.233 -2.222 -1.595
H -0.626 -1.527 2.360
H -1.528 -3.731 2.800
H -2.003 -5.356 0.937
H -1.231 -4.694 -1.379
H -1.672 -1.574 -2.993
H -0.072 -1.480 -3.795
H -0.404 -0.507 -2.344
C -3.685 5.591 -1.706
C -3.787 4.637 -2.709
C -3.366 3.338 -2.481
C -2.824 2.939 -1.251
C -2.720 3.919 -0.256
C -3.148 5.217 -0.480
C -2.398 1.541 -1.124
C -2.018 0.828 -0.049
C -2.055 1.331 1.354
C -0.946 1.248 2.195
C -1.030 1.654 3.518
C -2.230 2.130 4.031
C -3.347 2.184 3.209
C -3.261 1.786 1.884
H -4.023 6.607 -1.874
H -4.199 4.904 -3.675
H -3.454 2.599 -3.269
H -2.280 3.670 0.696
H -3.053 5.948 0.314
H -2.462 0.976 -2.050
H -0.018 0.851 1.799
H -0.157 1.577 4.157
H -2.298 2.436 5.068
H -4.295 2.531 3.602
H -4.137 1.804 1.248
N -9.277 -3.747 -1.537
C -8.200 -3.357 -1.340
C -6.899 -2.878 -1.101
C -6.407 -2.677 0.222
C -5.172 -2.175 0.469
C -4.270 -1.789 -0.614
C -4.777 -2.046 -1.958
C -6.020 -2.553 -2.167
C -3.087 -1.227 -0.382
C -1.925 -0.673 -0.155
H -7.046 -2.951 1.056
H -4.818 -2.059 1.485
H -4.131 -1.825 -2.799
H -6.359 -2.724 -3.185
N 1.571 7.078 -0.643
C 1.189 5.737 -0.563
C 1.174 5.057 0.651
C 0.821 3.722 0.675
N 0.497 3.021 -0.417
C 0.512 3.683 -1.580
C 0.847 5.015 -1.703
H 1.455 7.592 0.217
H 1.180 7.572 -1.430
H 1.424 5.564 1.575
H 0.774 3.188 1.614
H 0.227 3.109 -2.453
H 0.830 5.486 -2.677

Summary:
net charge = -2
total energy = -4125.71166 hartree
relative energy (zero: lowest compared OMol25 entry of this formula, charge and spin) = 0.958 eV
LUMO = 3.69 eV
Kohn-Sham gap = 3.634 eV

Atomic partial charges in e from the Mulliken method, atoms 1 to 8:
1. Cu -0.93
2. C -1.04
3. O -0.30
4. C 0.55
5. C -0.96
6. C -0.68
7. C -0.67
8. C -0.84

---

C21H18N2O5S5SbW | the ωB97M-V functional and the def2-TZVPD basis

Positions of all 53 atoms, in Å:
W -1.525 0.664 1.110
C 1.063 -1.328 2.249
N 0.437 -1.420 0.921
C 1.515 -1.378 -0.130
C 1.556 -0.159 -1.066
N 0.287 0.117 -1.712
C 0.012 -0.842 -2.779
C 0.166 1.442 -2.260
C 1.215 2.024 -2.962
C 1.069 3.247 -3.599
C -0.152 3.900 -3.541
C -1.194 3.358 -2.807
C -1.059 2.136 -2.138
S -2.420 1.593 -1.167
C -0.271 -2.690 0.798
C 0.321 -3.886 1.190
C -0.295 -5.104 0.951
C -1.513 -5.136 0.283
C -2.117 -3.956 -0.102
C -1.519 -2.717 0.164
S -2.281 -1.264 -0.398
H 1.580 -0.377 2.343
H 1.797 -2.126 2.413
H 0.296 -1.396 3.017
H 1.443 -2.280 -0.738
H 2.489 -1.414 0.373
H 2.349 -0.372 -1.807
H 1.862 0.725 -0.511
H 0.786 -0.801 -3.568
H -0.957 -0.611 -3.217
H -0.037 -1.854 -2.379
H 2.168 1.512 -3.016
H 1.907 3.678 -4.133
H -0.283 4.850 -4.047
H -2.136 3.883 -2.716
H 1.294 -3.878 1.666
H 0.183 -6.018 1.282
H -1.982 -6.089 0.063
H -3.072 -3.955 -0.612
O 3.167 3.845 3.238
C 2.250 3.198 2.824
C 1.268 2.402 3.672
O 1.328 2.327 4.877
C 0.365 1.820 2.706
C 0.709 2.189 1.407
O -0.084 1.657 0.491
C 1.898 2.991 1.361
O 2.567 3.393 0.431
O -0.596 0.934 2.769
S -6.157 0.813 2.667
Sb -4.222 0.640 1.490
S -2.781 2.579 1.948
S -2.696 -0.864 2.701

Summary:
net charge = -2
spin multiplicity = 2
total energy = -3595.14461 hartree
relative energy (zero: lowest compared OMol25 entry of this formula, charge and spin) = 2.851 eV
LUMO (spin up / spin down) = 3.80 / 3.97 eV
⟨S²⟩ = 0.764
Kohn-Sham gap (spin up / spin down) = 5.293 / 5.445 eV

Atomic partial charges in e from the Mulliken method, atoms 1 to 8:
1. W -0.36
2. C -1.60
3. N 1.69
4. C -1.58
5. C -0.75
6. N 1.50
7. C -1.28
8. C -0.80